The following is a DFT calculation (ωB97M-V/def2-TZVPD) of 23 unconnected molecules or ions with the total composition C11H68NO22 at a distorted geometry.

Computed properties:
* total charge: +1
* orbital gap: 9.2 eV
* F_max: 10.0 eV/A
* DFT total energy: -2169.39016 hartree
* energy above the lowest of the compared OMol25 structures with the same formula, charge and spin: 39.9 kcal/mol

Structure (XYZ):
```
102
Properties=species:S:1:pos:R:3:forces:R:3
C -2.014 -3.312 -1.210 0.767 -1.199 -0.038
C -1.150 -2.629 -2.285 -3.880 2.457 0.577
C -0.048 -1.732 -1.822 0.106 0.875 1.811
C -0.672 -0.297 -1.653 1.118 -3.137 5.955
N 0.172 0.636 -0.760 -3.072 0.696 1.476
C -0.417 2.060 -0.892 0.394 -1.648 -5.365
C 0.572 2.826 -1.716 2.096 -4.508 -0.713
C 1.889 2.206 -1.251 -1.573 -0.442 1.076
C 1.556 0.732 -1.161 2.327 -1.273 -2.473
C -0.104 0.199 0.671 0.766 0.663 2.153
C 0.637 1.004 1.771 -3.730 1.056 0.075
C 0.356 0.360 3.127 -4.081 5.049 -1.312
H -2.776 -3.860 -1.796 -0.091 0.579 0.728
H -2.407 -2.513 -0.587 -0.582 -0.450 0.318
H -1.525 -4.150 -0.584 -0.234 1.620 -0.894
H -1.980 -2.054 -2.984 2.129 -0.874 1.599
H -0.830 -3.339 -2.902 1.731 -2.967 -2.620
H 0.760 -1.672 -2.487 0.945 -0.012 -1.499
H 0.506 -2.206 -0.900 -1.508 1.295 -1.112
H -1.546 -0.431 -0.975 0.226 -0.114 -0.763
H -1.028 0.254 -2.399 -0.774 1.717 -3.955
H -0.505 2.745 -0.207 -1.005 1.986 5.760
H -1.293 2.099 -1.527 -0.680 -0.863 0.503
H 0.661 3.820 -1.665 -0.544 3.837 0.405
H 0.445 2.495 -2.697 -0.167 0.075 -2.136
H 1.992 2.578 -0.233 0.838 0.006 0.142
H 2.726 2.361 -1.864 1.169 0.481 -0.551
H 2.237 0.218 -0.496 -0.094 -0.258 0.376
H 1.697 0.152 -2.187 -0.378 1.510 1.970
H 0.353 -0.759 0.954 -0.846 -0.555 -1.399
H -1.217 0.278 0.905 1.489 -0.369 -0.709
H 0.144 1.973 1.920 0.811 0.434 -0.767
H 1.687 1.024 1.653 1.111 0.342 -0.309
H 0.894 0.910 3.757 2.348 1.548 3.132
H 0.565 -0.525 2.992 3.639 -9.254 -0.525
H -0.627 0.136 3.572 -0.586 1.475 -0.755
O 3.036 3.255 3.227 0.836 -1.093 1.694
H 2.562 3.643 2.532 -0.422 0.924 -2.115
H 2.278 3.166 3.818 0.197 -0.392 0.762
O -0.464 -6.447 1.821 1.085 1.363 -1.126
H 0.354 -6.257 1.292 -0.852 -0.763 0.748
H -0.862 -5.552 1.740 -0.204 -0.669 0.333
O -4.636 0.950 -0.991 0.820 1.330 2.508
H -4.602 0.765 -1.881 -0.541 -1.199 -3.529
H -3.906 1.591 -0.992 -0.290 -0.012 0.873
O 1.063 -3.521 4.416 3.886 -0.172 -2.645
H 1.986 -3.532 3.868 -3.227 -1.007 1.361
H 1.330 -2.701 4.807 -0.654 1.133 1.250
O 5.223 -0.608 -0.650 0.697 0.858 -3.902
H 5.295 0.075 -1.461 -0.315 -2.240 3.712
H 4.883 -0.079 0.042 -0.381 1.169 1.320
O 3.496 5.469 -1.183 0.336 1.522 -0.881
H 2.823 5.548 -1.903 0.339 -0.201 0.550
H 4.067 6.280 -1.330 -0.836 -1.500 0.478
O -0.646 -3.522 2.099 0.658 0.233 1.056
H -1.428 -2.949 2.130 0.434 -0.292 0.350
H -0.181 -3.542 3.001 -1.022 0.254 -1.389
O 1.369 5.990 -3.069 -3.309 -0.838 3.291
H 1.944 6.591 -3.460 1.282 2.117 -1.159
H 0.743 6.492 -2.405 2.000 -1.169 -2.202
O -0.441 5.486 1.110 3.248 -0.130 0.360
H 0.560 5.194 0.955 -2.582 0.375 0.287
H -0.268 6.094 1.861 -0.515 -0.113 -0.643
O -3.750 -5.579 -3.716 2.468 -3.821 -5.617
H -3.939 -5.465 -4.728 0.544 -0.329 3.102
H -4.172 -4.929 -3.287 -2.753 3.839 2.382
O 4.919 1.146 -2.627 0.987 -6.573 2.751
H 4.855 1.827 -3.163 -0.173 5.163 -4.246
H 5.341 0.373 -3.116 -0.848 1.769 0.385
O 0.676 3.454 4.459 -0.516 0.879 0.726
H 0.623 4.206 5.080 0.299 -0.603 -0.206
H -0.224 3.412 4.104 -0.150 -0.313 -0.341
O -1.449 -7.112 -2.454 -0.987 0.406 1.291
H -2.170 -6.533 -2.778 0.379 -0.390 -0.168
H -1.745 -7.279 -1.522 0.587 0.044 -1.154
O -4.814 -1.824 -0.165 -1.130 0.646 -3.026
H -5.134 -2.391 -1.011 1.284 2.161 2.766
H -4.876 -0.811 -0.396 0.076 -2.893 0.446
O 3.247 -3.955 -3.035 -1.480 -2.183 0.945
H 2.918 -3.179 -3.514 -0.574 -0.876 0.244
H 2.532 -4.697 -2.809 2.003 3.025 -1.206
O -1.681 3.657 2.753 -2.338 0.826 3.222
H -1.135 4.249 2.309 2.354 1.168 -2.738
H -2.069 4.439 3.277 -0.249 -2.221 -0.460
O -2.240 1.131 -4.411 1.052 1.984 -0.906
H -1.514 0.680 -4.904 -0.863 0.550 0.403
H -2.167 2.113 -4.694 -0.174 -2.510 0.566
O 0.014 0.147 7.143 4.655 -1.382 -1.728
H 0.460 -0.197 6.278 -0.709 0.943 2.557
H -0.828 0.212 6.824 -3.960 0.478 -0.831
O 4.496 1.312 1.667 -2.116 0.562 2.940
H 4.081 0.695 2.401 1.394 1.976 -2.128
H 4.240 2.255 2.044 0.603 -2.752 -0.765
O -3.386 -5.188 1.824 -0.271 -0.348 -0.821
H -3.070 -5.163 2.724 0.090 0.393 0.260
H -3.500 -4.303 1.460 0.064 -0.004 0.476
O -5.316 -3.846 -2.407 -2.375 -2.928 4.706
H -5.797 -3.269 -2.948 -1.418 1.292 -1.381
H -6.091 -4.311 -1.722 3.371 1.961 -3.144
O 2.322 4.776 1.305 -1.548 -3.622 -2.089
H 2.680 4.941 0.441 0.945 0.589 -1.086
H 2.338 5.514 1.809 0.624 3.831 2.368
```
Forces are in eV/Å.

=====

The following is a DFT calculation (ωB97M-V/def2-TZVPD) of 8 unconnected molecules or ions with the total composition C30H84N6O14P2 at a distorted geometry.

Computed properties:
* orbital gap: 9.3 eV
* F_max: 4.3 eV/A
* DFT total energy: -3257.82331 hartree

Structure (XYZ):
```
136
Properties=species:S:1:pos:R:3:forces:R:3
C -1.596 -0.127 4.391 -1.184 1.576 2.397
C -3.031 -0.570 4.133 0.366 1.242 0.203
C -4.150 0.497 4.377 1.073 -1.765 1.513
O -4.075 1.021 5.707 0.707 0.535 0.149
C -4.553 0.237 6.846 -0.549 0.746 -2.374
N -3.040 -0.900 2.764 -0.427 -1.285 -2.435
H -1.121 0.494 3.632 0.090 -0.811 -0.483
H -1.113 -1.019 4.790 0.850 0.483 -0.307
H -1.765 0.614 5.173 0.819 -0.108 0.891
H -3.115 -1.483 4.724 -0.882 0.010 0.162
H -5.127 0.037 4.226 -0.146 -0.081 -0.228
H -3.996 1.272 3.626 -0.091 0.444 0.403
H -4.980 -0.661 6.401 -0.275 -0.248 0.531
H -5.322 0.912 7.222 -0.095 -0.564 0.643
H -3.807 -0.024 7.596 0.261 0.266 -0.298
H -2.133 -1.332 2.659 0.032 -1.039 -0.511
H -2.794 -0.070 2.245 -0.496 0.695 -0.230
C 1.085 -5.095 -2.641 -0.174 2.100 -0.468
C 0.425 -6.056 -3.535 -0.474 1.394 -1.543
C 0.999 -6.066 -5.010 -1.616 1.861 0.828
O 0.039 -6.480 -5.934 1.438 -3.966 -0.600
C -1.076 -5.743 -6.236 0.408 1.815 1.144
N 0.662 -7.283 -2.908 0.455 -2.755 -0.502
H 0.720 -4.097 -2.881 0.254 0.371 0.273
H 2.143 -5.137 -2.900 0.298 0.154 0.670
H 0.830 -5.334 -1.609 0.398 0.084 0.024
H -0.649 -5.877 -3.599 -0.104 0.057 0.022
H 1.881 -6.705 -4.970 -0.119 -0.257 -0.628
H 1.280 -5.081 -5.382 0.568 0.558 0.518
H -1.724 -6.241 -6.958 0.297 0.019 0.141
H -0.695 -4.780 -6.575 -0.599 0.340 -0.702
H -1.578 -5.520 -5.294 -0.873 0.011 -0.130
H 1.625 -7.225 -2.609 0.332 -0.204 0.684
H 0.798 -7.846 -3.734 -0.519 -1.607 0.261
C 0.141 -0.918 -1.284 -0.510 1.235 -0.434
C 1.236 -0.463 -0.357 0.415 0.616 -0.636
C 0.808 -0.296 1.100 0.055 1.986 1.159
O -0.014 0.921 1.552 0.527 -3.426 -0.723
C 0.576 2.069 1.048 -0.555 1.115 0.316
N 2.134 -1.564 -0.363 0.922 -0.658 0.122
H 0.417 -1.461 -2.188 0.845 -0.249 0.285
H -0.328 -0.046 -1.739 -1.085 -0.115 0.611
H -0.432 -1.593 -0.648 -0.987 0.266 -0.474
H 1.859 0.364 -0.696 -0.581 0.535 -0.146
H 1.701 -0.202 1.718 0.474 0.315 -0.283
H 0.484 -1.287 1.419 -1.424 0.314 0.206
H 1.533 2.325 1.503 0.694 -0.633 -0.409
H -0.016 2.907 1.413 -0.468 -0.062 -0.385
H 0.564 2.032 -0.041 0.398 0.466 -0.031
H 1.519 -2.362 -0.431 0.720 -0.818 0.586
H 2.652 -1.466 0.499 0.406 -0.986 0.117
C 4.828 1.887 -0.217 -0.218 1.095 -0.820
C 5.142 0.431 0.120 2.619 1.153 -1.039
C 6.670 0.168 0.459 -1.163 -1.114 0.550
O 7.553 0.318 -0.561 2.249 2.735 -1.402
C 8.332 1.545 -0.381 0.348 -0.558 0.560
N 4.434 -0.037 1.243 -0.976 -0.731 1.053
H 5.248 2.682 0.399 0.549 -0.368 0.453
H 3.791 2.220 -0.276 -0.601 -0.943 0.468
H 5.100 2.151 -1.239 0.704 -0.278 -0.087
H 5.016 -0.149 -0.794 -0.635 -0.240 0.182
H 6.801 -0.880 0.727 -0.806 -0.593 -0.015
H 7.035 0.608 1.388 -0.335 0.965 0.188
H 9.162 1.646 -1.079 -0.572 -0.289 -0.536
H 8.843 1.531 0.582 0.034 -0.507 0.363
H 7.766 2.473 -0.296 -0.551 -0.155 -0.675
H 4.673 -1.015 1.326 -0.255 -0.505 0.090
H 4.954 0.351 2.018 -0.387 0.326 0.715
C 4.353 3.717 4.544 0.682 1.261 -0.056
C 3.686 4.939 3.851 0.204 -3.177 -0.468
C 4.699 5.818 3.044 -2.756 0.905 1.737
O 5.476 6.650 3.878 2.088 -0.485 0.325
C 4.924 7.680 4.692 -0.838 -0.553 -0.958
N 2.694 4.324 2.924 -0.114 1.249 -0.727
H 5.099 4.133 5.221 -0.051 -0.477 0.605
H 4.905 3.083 3.849 -0.050 0.116 -0.365
H 3.596 3.082 5.004 0.160 0.215 0.413
H 3.114 5.439 4.633 0.236 0.655 -0.269
H 4.016 6.444 2.469 0.109 0.248 -0.629
H 5.294 5.204 2.368 0.393 0.178 0.353
H 4.286 8.261 4.026 -0.549 0.245 0.389
H 5.651 8.377 5.110 0.647 -0.468 -0.489
H 4.406 7.272 5.560 -0.422 -0.045 -0.129
H 2.209 3.525 3.308 0.058 0.096 0.475
H 3.168 3.956 2.112 0.189 0.023 -0.226
C -2.627 -4.625 -1.553 1.168 -1.127 -0.289
C -3.690 -3.832 -0.831 0.252 0.725 0.465
C -3.303 -3.608 0.669 -0.302 1.293 -1.061
O -3.817 -4.629 1.439 -0.074 -0.697 0.610
C -3.468 -4.490 2.828 -1.335 -1.804 -1.475
N -3.915 -2.534 -1.534 0.712 -0.494 0.654
H -2.723 -4.860 -2.613 -0.819 0.403 -0.201
H -2.422 -5.611 -1.137 -0.561 -0.143 0.485
H -1.621 -4.208 -1.508 -0.079 0.818 0.246
H -4.661 -4.326 -0.796 0.175 -0.657 0.044
H -3.672 -2.642 1.014 -0.553 0.238 -0.106
H -2.237 -3.479 0.861 0.647 -0.388 -0.472
H -4.149 -3.760 3.266 0.941 0.676 0.304
H -2.379 -4.484 2.886 -0.027 0.844 0.607
H -3.805 -5.452 3.215 0.209 -0.049 0.399
H -4.104 -2.763 -2.500 -0.156 0.116 -0.229
H -4.751 -2.129 -1.137 -0.154 0.221 -0.103
C -1.937 0.523 -8.180 -0.189 -1.325 0.633
O -2.607 -0.122 -7.032 0.460 -0.887 0.388
P -2.186 -1.609 -6.494 0.121 0.952 0.702
O -2.322 -2.723 -7.454 -0.317 0.712 1.161
O -0.665 -1.320 -6.071 -1.476 1.385 0.416
C 0.256 -2.256 -5.550 -0.020 -0.686 -2.016
O -2.946 -1.738 -5.007 0.515 0.892 -2.766
C -2.844 -0.547 -4.175 -0.181 -0.335 0.732
H -1.597 -0.280 -8.834 -0.153 0.184 -0.308
H -1.052 1.075 -7.864 -0.264 0.117 0.269
H -2.685 1.154 -8.659 0.189 -0.104 0.116
H -0.204 -3.117 -5.065 -0.052 0.440 0.709
H 1.041 -1.709 -5.028 -0.241 -0.343 0.219
H 0.597 -2.656 -6.505 1.138 -0.546 0.383
H -2.676 -0.957 -3.179 0.712 0.295 0.009
H -3.767 0.015 -4.033 -0.467 -0.329 -0.789
H -2.115 0.169 -4.555 0.260 -0.345 0.290
C -4.358 2.407 -0.114 1.240 -1.112 -2.313
O -4.478 3.411 0.849 0.802 1.690 1.235
P -3.707 4.870 0.963 1.199 0.044 -0.225
O -4.254 5.979 0.143 0.259 -1.280 0.843
O -3.655 5.204 2.567 0.490 -1.202 -2.376
C -4.640 5.845 3.366 -0.484 -0.560 0.258
O -2.106 4.510 0.574 -3.608 0.196 1.408
C -1.005 5.399 0.771 0.748 -0.484 -0.624
H -3.464 2.502 -0.729 0.085 0.781 -0.173
H -5.182 2.277 -0.816 -0.458 0.948 0.247
H -4.187 1.365 0.157 -0.247 0.141 1.754
H -4.219 5.728 4.364 -0.132 0.751 0.024
H -5.582 5.297 3.397 -0.007 -0.250 -0.325
H -4.882 6.855 3.035 0.474 0.064 0.147
H -0.386 5.014 1.581 0.014 0.016 -0.039
H -1.142 6.466 0.944 -0.910 -0.126 -0.052
H -0.507 5.268 -0.190 0.599 0.386 0.249
```
Forces are in eV/Å.

=====

Q: What is the formula in the second record?
A: C30H84N6O14P2

=====

Q: Which of these has the lowest DFT total energy?
A: C30H84N6O14P2